Entry from the Open Molecules 2025 dataset: C13H22BrClF10NO as an isolated structure (ωB97M-V/def2-TZVPD).

Positions of all 49 atoms, in Å:
C (1.67, -0.92, -2.10)
C (1.39, 0.33, -2.93)
C (1.69, 1.51, -2.00)
C (0.79, 2.73, -2.09)
C (1.57, 3.94, -1.56)
N (-0.40, 2.56, -1.19)
F (-1.15, 3.74, -1.30)
C (-1.30, 1.44, -1.56)
C (-2.69, 1.52, -0.94)
C (-3.58, 0.50, -1.66)
F (-4.89, 0.93, -1.68)
H (1.50, -1.84, -2.66)
H (2.70, -0.94, -1.74)
H (0.97, -0.92, -1.27)
H (2.08, 0.33, -3.85)
H (0.36, 0.26, -3.31)
H (2.69, 1.85, -2.28)
H (1.76, 1.16, -0.96)
H (0.46, 2.93, -3.10)
H (1.87, 3.71, -0.53)
H (1.01, 4.87, -1.62)
H (2.47, 4.08, -2.15)
H (-0.10, 2.53, -0.20)
H (-1.39, 1.41, -2.64)
H (-0.81, 0.51, -1.25)
H (-2.69, 1.29, 0.13)
H (-3.18, 2.48, -1.07)
H (-3.46, -0.49, -1.21)
H (-3.25, 0.42, -2.70)
C (0.65, -1.93, 4.08)
C (-0.06, -3.27, 4.36)
C (0.38, -4.50, 3.56)
F (0.15, -4.37, 2.24)
F (-0.33, -5.59, 3.97)
F (-1.40, -3.11, 4.24)
F (0.19, -3.57, 5.67)
O (0.00, -0.99, 3.24)
C (0.20, -1.11, 1.87)
C (-1.12, -1.32, 1.15)
F (-1.77, -2.43, 1.55)
F (-0.87, -1.42, -0.18)
F (1.12, -2.07, 1.60)
F (0.72, 0.02, 1.37)
H (0.68, -1.42, 5.04)
H (1.69, -2.07, 3.79)
H (1.44, -4.71, 3.71)
H (-1.77, -0.46, 1.33)
Br (4.00, 0.76, -4.25)
Cl (0.01, 1.65, 3.06)

Computed properties:
**Largest force on an atom**: 2.509 eV/A
**E_tot**: -127114.03655 eV
**Frontier orbital gap**: 6.72 eV
**E_HOMO**: -4.447 eV
**Charge**: -1

Results of the Löwdin charge analysis, in e, for atoms 1 through 4: C -0.13; C -0.38; C -0.21; C -0.28

***

Entry from the Open Molecules 2025 dataset: C13H22BrO11Pd as an isolated structure (ωB97M-V/def2-TZVPD).

Positions of all 48 atoms, in Å:
Pd (-1.35, 0.14, -1.07)
Br (-0.79, 2.10, -2.55)
C (-4.93, 0.66, -2.43)
C (-4.07, -0.58, -2.57)
O (-3.27, -0.86, -1.46)
H (-5.98, 0.56, -2.14)
H (-4.93, 1.13, -3.42)
H (-4.53, 1.29, -1.63)
H (-3.34, -0.52, -3.39)
H (-4.72, -1.44, -2.82)
C (0.45, -1.58, 2.32)
C (-0.83, -2.19, 1.76)
O (-1.28, -1.60, 0.60)
H (0.38, -0.52, 2.59)
H (1.32, -1.82, 1.71)
H (0.72, -1.98, 3.32)
H (-1.64, -2.33, 2.50)
H (-0.62, -3.25, 1.48)
C (-1.10, 4.37, 2.50)
C (-0.04, 3.35, 3.07)
O (-0.49, 2.11, 2.54)
C (-1.42, 2.27, 1.62)
O (-1.84, 1.44, 0.89)
O (-1.74, 3.58, 1.50)
H (-0.61, 5.20, 2.01)
H (-1.88, 4.56, 3.23)
H (0.06, 3.26, 4.15)
H (0.91, 3.59, 2.59)
C (4.32, 1.24, 0.24)
C (3.76, 1.81, 1.57)
O (2.37, 1.66, 1.49)
C (2.05, 0.94, 0.39)
O (0.97, 0.73, -0.04)
O (3.16, 0.67, -0.31)
H (5.13, 0.57, 0.53)
H (4.76, 1.92, -0.50)
H (4.10, 2.81, 1.82)
H (4.16, 1.15, 2.34)
C (2.27, -3.46, -2.45)
C (1.00, -4.38, -2.54)
O (-0.03, -3.48, -2.75)
C (0.37, -2.26, -2.30)
O (-0.30, -1.28, -2.25)
O (1.64, -2.31, -1.91)
H (2.75, -3.23, -3.40)
H (3.01, -4.02, -1.89)
H (0.89, -4.91, -1.59)
H (1.16, -5.10, -3.35)

Computed properties:
**Largest force on an atom**: 2.285 eV/A
**E_tot**: -109879.55623 eV
**2S+1**: 3
**Frontier orbital gap (spin up / spin down)**: 5.15 / 5.08 eV
**E_HOMO (spin up / spin down)**: -2.884 / -2.809 eV
**Relative energy (zero: lowest compared OMol25 entry of this formula, charge and spin)**: 28.5 kcal per mole
**Charge**: -1

Results of the Löwdin charge analysis, in e, for atoms 1 through 4: Pd 0.74; Br -0.27; C -0.12; C -0.46

***

Entry from the Open Molecules 2025 dataset: C13H22F4N2O8P2SiW as an isolated structure (ωB97M-V/def2-TZVPD).

Positions of all 53 atoms, in Å:
W (0.12, -0.20, 0.17)
C (0.01, -3.64, -0.79)
N (-0.18, -2.34, -1.48)
C (-1.53, -2.34, -2.07)
C (0.80, -2.21, -2.53)
C (2.06, -1.64, -1.95)
N (1.64, -0.45, -1.27)
C (2.15, 0.82, -1.35)
C (1.29, 1.54, -0.56)
F (-0.99, 0.24, -1.29)
C (1.65, 2.83, -0.24)
F (0.94, 3.57, 0.65)
C (2.77, 3.43, -0.82)
C (3.53, 2.71, -1.65)
F (4.62, 3.28, -2.21)
C (3.24, 1.35, -1.94)
F (4.07, 0.61, -2.75)
H (-0.24, -4.45, -1.48)
H (-0.65, -3.69, 0.07)
H (1.03, -3.75, -0.45)
H (-1.62, -3.16, -2.79)
H (-1.71, -1.40, -2.57)
H (-2.27, -2.48, -1.28)
H (0.42, -1.51, -3.26)
H (0.98, -3.17, -3.03)
H (2.79, -1.43, -2.73)
H (2.51, -2.32, -1.21)
H (3.04, 4.45, -0.59)
O (3.31, -1.55, 2.13)
P (1.78, -1.16, 2.12)
O (1.61, 0.28, 1.57)
O (1.12, -1.87, 0.89)
O (1.11, -1.49, 3.41)
P (-1.41, -1.49, 2.24)
O (-0.99, -2.93, 2.61)
O (-2.06, -0.68, 3.24)
O (-1.62, -1.41, 0.72)
H (3.60, -1.82, 3.01)
H (-0.34, -2.88, 3.36)
C (-3.71, 0.97, 0.79)
Si (-2.22, 2.05, 1.14)
C (-2.28, 2.78, 2.84)
C (-2.16, 3.37, -0.16)
O (-0.80, 1.12, 1.08)
H (-4.54, 1.61, 0.46)
H (-4.03, 0.42, 1.68)
H (-3.50, 0.26, -0.01)
H (-3.02, 3.59, 2.89)
H (-1.31, 3.20, 3.11)
H (-2.55, 2.03, 3.58)
H (-3.09, 3.93, -0.13)
H (-2.06, 2.92, -1.16)
H (-1.34, 4.06, -0.01)

Computed properties:
**Largest force on an atom**: 6.932 eV/A
**E_tot**: -72356.99329 eV
**Frontier orbital gap (spin up / spin down)**: 5.45 / 5.45 eV
**E_HOMO (spin up / spin down)**: -7.845 / -7.846 eV
**Relative energy (zero: lowest compared OMol25 entry of this formula, charge and spin)**: 38.5 kcal per mole

Results of the Löwdin charge analysis, in e, for atoms 1 through 4: W 1.94; C -0.08; N -0.30; C -0.09

***

Entry from the Open Molecules 2025 dataset: C13H22FGaI2OP2 as an isolated structure (ωB97M-V/def2-TZVPD).

Positions of all 42 atoms, in Å:
I (3.37, 0.54, 0.87)
I (1.47, 1.19, -2.49)
Ga (0.92, 0.25, -0.30)
P (1.35, -2.13, -0.91)
C (0.67, -2.63, -2.52)
C (3.13, -2.38, -1.10)
H (3.31, -3.46, -1.11)
H (1.18, -4.35, -0.04)
H (3.66, -1.96, -0.25)
H (1.24, -3.14, 1.28)
H (1.04, -2.03, -3.35)
H (3.54, -1.91, -1.98)
C (0.83, -3.36, 0.30)
H (0.93, -3.68, -2.70)
H (-0.27, -3.33, 0.32)
H (-0.41, -2.57, -2.51)
P (0.18, 2.64, 0.17)
C (-0.84, 3.39, -1.14)
C (-0.69, 2.87, 1.74)
H (2.44, 3.28, 0.94)
H (1.28, 4.57, 0.56)
H (2.21, 3.78, -0.73)
C (1.70, 3.63, 0.22)
H (-0.10, 2.44, 2.57)
H (-0.82, 3.95, 1.90)
H (-1.08, 4.42, -0.86)
H (-1.79, 2.86, -1.23)
H (-1.66, 2.37, 1.66)
H (-0.38, 3.40, -2.13)
C (-1.47, 0.22, -2.55)
O (-1.75, 0.43, -3.62)
F (-3.92, -1.50, 3.26)
C (-2.91, -1.15, 2.43)
C (-3.22, -0.89, 1.12)
C (-2.20, -0.51, 0.28)
C (-0.89, -0.33, 0.67)
C (-0.64, -0.66, 2.02)
C (-1.63, -1.07, 2.90)
H (-4.19, -0.96, 0.72)
H (-2.57, -0.35, -0.72)
H (0.36, -0.63, 2.39)
H (-1.37, -1.27, 3.93)

Computed properties:
**Largest force on an atom**: 2.101 eV/A
**E_tot**: -105741.35769 eV
**Frontier orbital gap (spin up / spin down)**: 4.40 / 4.32 eV
**E_HOMO (spin up / spin down)**: -15.356 / -15.333 eV
**Charge**: +2

Results of the Löwdin charge analysis, in e, for atoms 1 through 4: I 0.52; I 0.73; Ga -0.43; P 0.78